The following is a DFT calculation (ωB97M-V/def2-TZVPD) of a cluster of 19 separate species, C114H160N29O33P5 in total in a non-equilibrium geometry.

XYZ file:
```
341
Properties=species:S:1:pos:R:3
C 3.6995 2.5103 5.9623
C 4.2207 3.3162 6.9958
C 4.4665 2.8111 8.2697
C 4.0166 1.5431 8.5746
C 3.5094 0.6789 7.6219
C 3.3511 1.1566 6.3395
N 4.0496 1.0489 9.9818
O 3.1339 0.2954 10.3417
O 4.9441 1.3806 10.7488
H 3.4889 2.8923 4.9743
H 4.4638 4.3517 6.8087
H 4.9382 3.4146 9.0310
H 3.4224 -0.3741 7.8456
H 2.8361 0.5147 5.6401
C 5.8187 1.6529 1.2537
C 6.3740 2.3907 0.2361
C 6.7030 3.6824 0.5727
C 6.4602 4.2942 1.8174
C 5.7937 3.5414 2.8257
C 5.5142 2.1701 2.5209
N 6.6996 5.7443 1.9662
O 7.4211 6.1751 2.8935
O 6.3723 6.3615 0.9742
H 5.6413 0.6122 1.0262
H 6.6607 2.0149 -0.7350
H 7.1557 4.3638 -0.1324
H 5.5260 3.9738 3.7785
H 5.0271 1.6211 3.3132
C 0.3654 4.9069 3.1921
C 1.6789 5.2396 3.1765
C 2.3525 5.7391 2.1178
C 1.4954 6.0557 0.9537
C 0.1007 5.8278 1.0042
C -0.4695 5.2466 2.1508
N 2.0866 6.6905 -0.2315
O 3.0599 7.4276 -0.0470
O 1.5675 6.5932 -1.3426
H -0.0376 4.6079 4.1485
H 2.1754 5.1326 4.1297
H 3.4001 5.9597 2.2600
H -0.6135 6.0434 0.2234
H -1.5139 4.9833 2.2312
C -4.5169 -3.2328 5.8254
C -5.1096 -3.6942 6.9560
C -5.1707 -2.8785 8.0845
C -4.6683 -1.6334 8.1591
C -4.0510 -1.1751 6.9337
C -3.8954 -2.0013 5.7809
N -4.9554 -0.7778 9.3511
O -6.1041 -0.8703 9.8237
O -4.0492 -0.2058 9.8555
H -4.3733 -3.7718 4.9006
H -5.5112 -4.6799 7.1389
H -5.6943 -3.3154 8.9219
H -3.7012 -0.1650 6.7795
H -3.4363 -1.5558 4.9108
C -7.0017 -1.6732 -1.3692
C -6.1655 -0.5957 -1.7924
C -6.5916 0.6918 -1.4041
C -7.8646 0.8554 -0.6775
C -8.5709 -0.1861 -0.3292
C -8.1148 -1.4487 -0.6640
N -8.3228 2.2518 -0.2748
O -9.4212 2.3661 0.1938
O -7.6436 3.2541 -0.3879
H -6.8784 -2.7100 -1.6454
H -5.2786 -0.7954 -2.3754
H -5.8631 1.4715 -1.5709
H -9.5028 -0.0055 0.1860
H -8.7511 -2.3112 -0.5308
C 5.9268 -2.8863 -5.4162
C 4.9492 -3.8001 -5.0380
C 4.9730 -5.1082 -5.3062
C 5.9790 -5.6209 -6.1068
C 6.9161 -4.7140 -6.6192
C 6.8370 -3.3566 -6.3267
N 5.9366 -7.0413 -6.3223
O 6.4110 -7.5709 -7.3160
O 5.3305 -7.6693 -5.4806
H 5.8798 -1.8532 -5.1047
H 4.1387 -3.5064 -4.3875
H 4.3457 -5.7655 -4.7223
H 7.6435 -4.8781 -7.4006
H 7.5041 -2.5814 -6.6736
C 3.8137 -10.4689 1.1042
C 5.1447 -10.3241 0.5417
C 5.5276 -9.1312 -0.0598
C 4.5563 -8.1685 -0.2568
C 3.2814 -8.3441 0.1928
C 2.8992 -9.4793 0.8670
N 4.9297 -6.7947 -0.8597
O 6.0944 -6.6082 -1.1694
O 4.1112 -5.8629 -0.8109
H 3.5764 -11.3335 1.7065
H 5.8921 -11.1031 0.5742
H 6.5384 -9.0934 -0.4382
H 2.6800 -7.4645 0.0165
H 1.8756 -9.4583 1.2107
C 2.6428 11.4623 -4.7107
C 2.9547 10.6132 -3.6326
C 2.1403 9.4925 -3.4376
C 0.9404 9.3593 -4.2137
C 0.7231 10.1951 -5.2882
C 1.5594 11.3469 -5.4925
N -0.1211 8.4024 -3.8743
O -0.2663 7.9751 -2.7077
O -0.7483 8.0878 -4.8555
H 3.2692 12.3420 -4.7106
H 3.7401 10.8495 -2.9298
H 2.1276 8.9358 -2.5123
H -0.1514 10.1142 -5.9167
H 1.2601 12.1301 -6.1731
C 6.9459 -1.8980 -2.0528
C 8.0167 -1.0686 -2.4292
C 9.3024 -1.6212 -2.2561
C 9.4208 -2.9439 -1.7792
C 8.3158 -3.6442 -1.3709
C 7.0439 -3.1453 -1.5120
N 10.7900 -3.6205 -1.6558
O 11.8163 -3.1303 -2.0927
O 10.8881 -4.6748 -1.1002
H 5.9403 -1.5060 -2.0918
H 7.8757 -0.1177 -2.9213
H 10.0845 -0.9422 -2.5624
H 8.4211 -4.7034 -1.1879
H 6.1740 -3.7282 -1.2474
C 3.0660 -7.2464 4.2629
C 2.3597 -6.3533 5.0407
C 2.3631 -4.9375 4.7180
C 3.1509 -4.4663 3.6709
C 3.9459 -5.3867 2.9833
C 3.9516 -6.7824 3.2929
N 3.1431 -3.0418 3.4658
O 2.1919 -2.2773 3.7876
O 4.1735 -2.5899 3.0443
H 3.1309 -8.3078 4.4518
H 1.7310 -6.5776 5.8898
H 1.7437 -4.1449 5.1110
H 4.4350 -4.9803 2.1104
H 4.5183 -7.5329 2.7619
C 1.3100 -2.3647 -6.0227
C 2.1457 -1.3327 -6.4549
C 3.1872 -1.6042 -7.3223
C 3.3338 -2.9014 -7.8559
C 2.5074 -3.8663 -7.3215
C 1.3848 -3.6219 -6.5704
N 4.1562 -3.2383 -9.0670
O 5.0783 -2.4712 -9.3426
O 3.9927 -4.2704 -9.6928
H 0.4339 -2.0155 -5.4964
H 2.0767 -0.3007 -6.1438
H 3.8021 -0.7238 -7.4372
H 2.8135 -4.8787 -7.5402
H 0.6524 -4.3598 -6.2780
C -6.5061 0.8517 3.4258
C -5.1949 0.4091 3.0889
C -4.4386 1.2323 2.3921
C -4.8328 2.5489 2.1134
C -6.1201 2.9616 2.4464
C -6.9792 2.1110 3.1882
N -3.9801 3.5399 1.4979
O -4.5657 4.4662 1.0132
O -2.8048 3.3083 1.3730
H -6.9645 0.1415 4.0980
H -4.7034 -0.5391 3.2489
H -3.4326 1.0440 2.0473
H -6.5214 3.9602 2.3559
H -7.9506 2.4882 3.4719
C 7.9578 5.9642 -2.0137
C 6.7587 6.0337 -2.7315
C 6.4300 5.0535 -3.5819
C 7.3759 4.0051 -3.8372
C 8.4903 3.8489 -2.9687
C 8.7866 4.8794 -2.1082
N 7.2086 2.9814 -4.9062
O 6.4151 3.3583 -5.6750
O 7.8479 1.9172 -4.9484
H 8.0495 6.6453 -1.1807
H 6.0434 6.8429 -2.7289
H 5.5734 5.2977 -4.1927
H 9.0899 2.9543 -3.0504
H 9.6215 4.8657 -1.4233
C 0.5287 -2.3292 7.5455
C 0.0297 -2.3836 6.2890
C -0.3175 -1.1428 5.6483
C -0.1770 0.0276 6.3348
C 0.2437 0.0000 7.6553
C 0.5668 -1.1361 8.2693
N -0.5045 1.3348 5.6841
O -0.5039 2.4137 6.2466
O -0.8014 1.2472 4.5071
H 0.8060 -3.2184 8.0922
H -0.0064 -3.3394 5.7875
H -0.5256 -1.1618 4.5887
H 0.3931 0.8589 8.2927
H 0.9277 -1.2122 9.2844
O -1.9502 -3.6400 3.3577
P -2.0788 -4.4995 2.1519
N -0.6055 -4.7240 1.2306
C -0.3038 -4.4129 -0.1552
C 0.4210 -5.4187 1.8948
N -3.1438 -3.8444 1.0441
C -4.0158 -2.7550 1.5353
C -3.4340 -4.3285 -0.2924
N -2.7149 -6.1172 2.3986
C -2.4938 -7.1670 1.3393
C -3.1450 -6.7175 3.7087
H 0.7775 -4.3411 -0.2725
H -0.7774 -3.4478 -0.3350
H -0.6411 -5.1664 -0.8670
H 1.4615 -5.2163 1.6409
H 0.2121 -6.4769 1.7379
H 0.5045 -5.3044 2.9755
H -3.5082 -2.1523 2.2884
H -4.2009 -1.9409 0.8346
H -4.9415 -3.2224 1.8709
H -2.7790 -5.1634 -0.5417
H -4.4703 -4.6636 -0.3342
H -3.3373 -3.4587 -0.9422
H -2.0275 -6.7431 0.4500
H -1.8911 -7.9826 1.7389
H -3.4399 -7.5126 0.9226
H -2.2559 -7.0595 4.2384
H -3.6253 -7.6799 3.5315
H -3.6966 -6.1105 4.4265
O -4.8490 3.3012 -5.4372
P -3.4464 3.5536 -4.9854
N -3.4839 4.1634 -3.3021
C -2.5824 5.1558 -2.6902
C -4.3216 3.2893 -2.4438
N -2.4921 4.6473 -5.9663
C -3.0326 5.9694 -6.1969
C -1.6501 4.0729 -7.0668
N -2.5066 2.1402 -4.8753
C -1.0985 2.0641 -4.4001
C -3.0236 0.8706 -5.3685
H -2.2008 5.8856 -3.4042
H -1.5911 4.7623 -2.4651
H -3.1471 5.4584 -1.8083
H -4.0584 3.6250 -1.4407
H -4.0318 2.2451 -2.5610
H -5.3646 3.5664 -2.5970
H -2.3103 6.7802 -6.1019
H -3.6127 6.0115 -7.1187
H -3.8908 6.1396 -5.5468
H -0.8780 3.3081 -6.9824
H -2.4639 3.6978 -7.6873
H -1.3833 4.9049 -7.7184
H -0.5953 1.8849 -5.3503
H -0.7912 3.0687 -4.1095
H -0.9417 1.2767 -3.6628
H -3.9083 0.5494 -4.8187
H -2.2455 0.2050 -4.9948
H -3.1675 0.8245 -6.4479
O -6.0954 6.4145 5.9173
P -4.7058 5.9854 5.7460
N -3.8510 6.8977 4.4945
C -4.1918 6.8333 3.0830
C -3.4786 8.2445 4.9362
N -4.4680 4.2743 5.4611
C -5.5000 3.3665 6.0091
C -3.1330 3.5926 5.1890
N -3.7068 6.2624 7.1778
C -4.4364 6.3594 8.4761
C -2.3314 5.7472 7.3356
H -3.4614 7.2476 2.3880
H -5.1362 7.3131 2.8258
H -4.3866 5.7893 2.8379
H -3.2109 8.3786 5.9843
H -4.2088 8.9851 4.6099
H -2.4910 8.5128 4.5609
H -5.4620 2.4119 5.4843
H -5.3378 3.2335 7.0788
H -6.5163 3.7544 5.9410
H -3.2648 2.7831 4.4711
H -2.3743 4.3013 4.8570
H -2.7079 3.1829 6.1052
H -3.9191 7.1986 8.9413
H -5.5110 6.4934 8.3527
H -4.4262 5.4014 8.9958
H -2.2828 4.7924 7.8591
H -1.8068 6.4514 7.9813
H -1.6740 5.5377 6.4917
O -3.2194 -4.5462 -7.2065
P -4.5021 -4.9614 -6.5160
N -4.2023 -6.3618 -5.4932
C -3.6833 -7.5188 -6.2827
C -3.4227 -6.1994 -4.2987
N -5.8258 -5.3335 -7.4955
C -6.0867 -4.5241 -8.7097
C -6.9578 -6.1233 -7.1305
N -5.0504 -3.7937 -5.4308
C -5.0694 -2.3970 -5.8443
C -6.0994 -4.1386 -4.4507
H -4.5347 -7.8721 -6.8643
H -3.3538 -8.2793 -5.5747
H -2.8867 -7.2114 -6.9601
H -3.6039 -7.0947 -3.7040
H -3.7329 -5.3538 -3.6849
H -2.3649 -6.0058 -4.4768
H -6.2871 -3.4666 -8.5377
H -5.2309 -4.7654 -9.3402
H -6.9594 -4.9175 -9.2311
H -6.7693 -6.6855 -6.2159
H -7.7277 -5.3878 -6.8973
H -7.2346 -6.8306 -7.9124
H -4.3306 -2.1239 -6.5977
H -6.0176 -2.2410 -6.3588
H -5.0619 -1.8552 -4.8985
H -6.2510 -5.2177 -4.4254
H -6.9927 -3.7266 -4.9203
H -5.8117 -3.6473 -3.5213
O 2.9153 -0.3274 -0.3219
P 1.5210 0.2370 -0.4367
N 0.4976 -0.6293 -1.4101
C -0.9678 -0.7569 -1.4061
C 1.0417 -1.7451 -2.2592
N 1.3944 1.7885 -1.2418
C 2.7208 2.4971 -1.1752
C 0.1464 2.5970 -1.1311
N 0.6674 0.4543 1.0571
C -0.0570 -0.6799 1.6759
C 1.0279 1.5753 1.9159
H -1.4694 -0.4296 -2.3168
H -1.6004 -0.1916 -0.7217
H -1.2688 -1.7993 -1.3014
H 0.9695 -2.6518 -1.6585
H 2.0971 -1.6999 -2.5277
H 0.3271 -2.0503 -3.0236
H 2.6383 3.1727 -0.3238
H 3.6181 1.8855 -1.0810
H 2.9312 2.9390 -2.1491
H -0.0593 2.9503 -0.1206
H 0.3066 3.6112 -1.4970
H -0.6357 1.9942 -1.5926
H 0.3540 -1.6471 1.3864
H 0.0022 -0.5840 2.7601
H -1.1309 -0.5822 1.5175
H 0.1746 2.1353 2.2986
H 1.4699 2.3462 1.2848
H 1.8454 1.3379 2.5967
```

Properties
E_HOMO ... -8.027 eV
Net charge ... 0
LUMO ... -1.20 eV
Spin multiplicity ... 1
Kohn-Sham gap ... 6.828 eV



The following is a DFT calculation (ωB97M-V/def2-TZVPD) of a structure of composition C11H10BaBrF3 in a non-equilibrium geometry.

XYZ file:
```
26
Properties=species:S:1:pos:R:3
C -0.4693 -1.2813 -2.1737
C -1.7283 -0.6221 -2.1838
C -1.5183 0.7177 -2.6513
H -2.6921 -1.0838 -1.9514
C -0.1066 0.8932 -2.8585
C 0.5255 -0.3514 -2.5948
H 1.5740 -0.5949 -2.7736
H -0.2985 -2.3460 -1.9931
H -2.2818 1.5123 -2.7223
H 0.3878 1.8012 -3.2039
Ba -1.2611 1.5963 -0.1431
Br -3.3262 0.9110 1.7352
C 1.6115 -0.9313 2.7010
C 2.5121 -1.1433 1.5955
C 1.9256 -2.1297 0.7343
H 3.3808 -0.5242 1.3492
C 0.6654 -2.5211 1.3083
C 0.4767 -1.7880 2.5119
H -0.4458 -1.7675 3.0939
H 1.6766 -0.1113 3.4267
H 2.2906 -2.4400 -0.2556
H -0.0583 -3.2069 0.8432
F 0.2640 3.2823 1.9980
C 0.3384 4.3422 1.0559
F -0.4317 5.3199 1.5864
F -0.6158 3.7803 0.0461
```

Properties
E_HOMO ... -0.298 eV
Net charge ... -2
LUMO ... 4.33 eV
Spin multiplicity ... 1
Kohn-Sham gap ... 4.625 eV



The following is a DFT calculation (ωB97M-V/def2-TZVPD) of a structure of composition C11H10BaClF3 in a non-equilibrium geometry.

XYZ file:
```
26
Properties=species:S:1:pos:R:3
C -3.2794 -1.1556 -0.3937
C -2.1886 -1.3718 -1.3000
C -1.5703 -0.1335 -1.5531
H -1.9200 -2.3338 -1.7656
C -2.2148 0.8588 -0.7701
C -3.2823 0.2362 -0.0755
H -4.0182 0.7432 0.5629
H -3.9944 -1.9051 -0.0697
H -0.8095 0.0509 -2.3068
H -1.9835 1.9196 -0.7893
Ba -1.2864 -0.9353 1.7796
Cl 0.1731 -3.2171 2.0352
C 3.2497 0.0892 -0.0579
C 2.5875 1.2682 -0.4909
C 1.8269 0.9440 -1.6538
H 2.6290 2.2425 -0.0158
C 2.0230 -0.4408 -1.9380
C 2.9055 -0.9685 -0.9458
H 3.2665 -1.9896 -0.8971
H 3.9452 0.0192 0.7685
H 1.1664 1.6212 -2.2007
H 1.5607 -1.0049 -2.7421
F 0.3962 0.6103 4.7266
C 0.1760 1.0603 3.4312
F -0.7190 2.1219 3.5892
F 1.3607 1.6705 3.0727
```

Properties
E_HOMO ... 0.049 eV
Net charge ... -2
LUMO ... 4.00 eV
Spin multiplicity ... 1
Kohn-Sham gap ... 3.956 eV



The following is a DFT calculation (ωB97M-V/def2-TZVPD) of a structure of composition C11H10BrNOZn in a non-equilibrium geometry.

XYZ file:
```
25
Properties=species:S:1:pos:R:3
C -1.5792 -0.7574 -0.8561
C -1.9756 -1.3217 0.4060
C -2.4915 -0.2866 1.2120
H -1.8967 -2.3696 0.6886
C -2.4142 0.9345 0.4865
C -1.8343 0.6703 -0.7675
H -1.6997 1.3876 -1.5844
H -1.3390 -1.3206 -1.7747
H -2.9602 -0.3938 2.1926
H -2.7485 1.8943 0.8736
Zn 0.6109 -0.1885 -0.8289
Br 2.3382 -1.4511 -1.6505
C 2.5515 0.6780 -4.3603
C 1.4566 1.4804 -4.8005
C 0.4608 0.6066 -5.3422
H 1.4081 2.5665 -4.7702
C 0.9400 -0.7346 -5.2302
C 2.2545 -0.6867 -4.6720
H 2.9064 -1.5392 -4.4848
H 3.4516 1.0245 -3.8537
H -0.4765 0.9128 -5.8025
H 0.4068 -1.6410 -5.5184
O 0.7505 0.1713 3.3848
C 0.8738 0.1629 2.1987
N 1.0055 0.2010 1.0097
```

Properties
E_HOMO ... -0.051 eV
Net charge ... -2
LUMO ... 5.46 eV
Spin multiplicity ... 1
Kohn-Sham gap ... 5.511 eV



The following is a DFT calculation (ωB97M-V/def2-TZVPD) of a structure of composition C11H10BrNPd in a non-equilibrium geometry.

XYZ file:
```
24
Properties=species:S:1:pos:R:3
C -1.1976 -0.7715 -1.5081
C -1.2378 -1.7599 -0.5070
C -1.9454 -1.2231 0.6157
H -0.7901 -2.7638 -0.5682
C -2.3486 0.1153 0.2935
C -1.8795 0.3927 -1.0255
H -1.9950 1.3522 -1.5599
H -0.7154 -0.8825 -2.5008
H -2.1525 -1.7531 1.5661
H -2.9357 0.7924 0.9341
Pd -0.1142 0.0950 0.4699
Br 1.0394 -2.3402 1.9409
C 1.9801 1.1478 0.7042
C 1.1528 1.9423 -0.1847
C 1.0061 1.2114 -1.3868
H 0.7190 2.9300 0.0430
C 1.7241 -0.0276 -1.2523
C 2.3353 -0.0504 0.0188
H 2.9837 -0.8462 0.4006
H 2.2857 1.4413 1.7300
H 0.4350 1.5369 -2.2736
H 1.7775 -0.8382 -2.0098
N -0.0654 0.1681 3.6084
C -0.0614 0.1311 2.4515
```

Properties
E_HOMO (spin up / spin down) ... 1.060 / 0.283 eV
Net charge ... -2
<S²> ... 2.011
LUMO (spin up / spin down) ... 6.16 / 6.12 eV
Spin multiplicity ... 3
Kohn-Sham gap (spin up / spin down) ... 5.099 / 5.835 eV



The following is a DFT calculation (ωB97M-V/def2-TZVPD) of the molecule C11H10Cl2N2 in a non-equilibrium geometry.

XYZ file:
```
25
Properties=species:S:1:pos:R:3
C -0.6018 -0.9077 0.8718
C 0.0737 -0.6692 1.9599
C -0.2778 -0.9815 3.3291
C 1.4141 -0.0478 1.9228
C 1.6579 1.0551 1.1965
Cl 3.1139 2.0004 1.1213
N 0.6586 1.7357 0.5712
C -0.3371 1.3999 -0.1381
Cl -1.6826 2.5682 0.0788
C -0.4509 0.6325 -1.4004
C -1.6343 0.2854 -2.1038
C -1.4693 -0.4414 -3.2357
N -0.2824 -0.7518 -3.7892
C 0.8333 -0.3769 -3.1080
C 0.8255 0.2163 -1.9259
H -0.2915 -0.7036 -0.1550
H -1.6862 -1.0463 1.0364
H -0.0361 -2.0088 3.5983
H -1.1574 -0.5263 3.7652
H 0.5107 -0.5211 3.9652
H 2.2657 -0.3103 2.5801
H -2.6654 0.4510 -1.7159
H -2.4555 -0.7097 -3.6551
H 1.8736 -0.8126 -3.3197
H 1.8011 0.4704 -1.4496
```

Properties
E_HOMO ... -8.641 eV
Net charge ... 0
LUMO ... -0.87 eV
Spin multiplicity ... 1
Kohn-Sham gap ... 7.772 eV